[1]
ORCA calculation (ωB97M-V with the def2-TZVPD basis set) on a structure of composition C22H14IN2O3S2Ti.

Output
Spin multiplicity: 2
E_tot, hartree: -3125.59805
Energy above the lowest of the compared OMol25 structures with the same formula, charge and spin, kcal/mol: 0.0
Expectation value of S²: 0.76
Gap between HOMO and LUMO (alpha / beta), eV: 7.89 / 7.88

Cartesian coordinates (Å):
C 3.609 0.733 1.662
C -3.345 1.683 0.398
C -4.081 -0.719 3.134
H 6.475 -1.695 0.920
C 4.367 -1.330 0.891
C -2.134 -1.132 -2.492
O -0.594 -2.231 -0.084
C -4.257 0.220 2.161
H 5.091 2.126 2.338
C -0.788 -1.054 -2.190
C 5.948 0.262 1.676
C -0.401 0.570 -3.939
H 0.265 1.228 -4.481
O 1.965 0.890 -1.395
H -3.655 -0.391 -3.806
N 3.364 -0.491 1.154
O 2.634 -0.721 -3.145
C -0.734 0.667 0.876
H -2.784 -1.770 -1.909
Ti 1.192 -0.305 0.759
C -3.161 0.702 1.404
S 2.142 1.651 1.867
C -1.850 0.209 1.643
C 5.681 -0.998 1.142
N 1.286 -1.423 -1.052
C -2.607 -0.355 -3.542
H -2.149 1.081 -5.064
C 0.051 -0.211 -2.896
H -4.921 -1.085 3.709
H -4.344 2.063 0.213
H -5.245 0.614 1.957
H -0.162 2.039 -0.652
I 0.186 -1.490 3.139
C -2.281 2.151 -0.312
C -1.740 -0.757 2.674
H 6.970 0.556 1.879
C -0.984 1.642 -0.065
H -2.647 -1.961 4.179
C -0.075 -1.692 -1.044
H -2.426 2.911 -1.071
H 4.097 -2.287 0.460
C -1.752 0.482 -4.255
C 4.915 1.138 1.937
S 1.670 -0.302 -2.182
C -2.791 -1.221 3.404

=====

[2]
ORCA calculation (ωB97M-V with the def2-TZVPD basis set) on a structure of composition C3H7N3O2S.

Output
Spin multiplicity: 1
E_tot, hartree: -831.30184
Energy above the lowest of the compared OMol25 structures with the same formula, charge and spin, kcal/mol: 55.5
Gap between HOMO and LUMO, eV: 8.27

Cartesian coordinates (Å):
C 1.012 -1.042 0.745
S -0.744 0.148 -0.742
N 0.163 -0.229 -2.113
H -0.353 -1.104 2.825
H -0.671 0.719 3.103
O -1.702 -0.951 -0.584
H 0.146 1.670 -2.246
H 1.737 0.959 -2.481
N 0.766 0.966 -2.678
H 0.822 0.928 1.332
C -0.678 -0.208 2.351
H 0.744 -1.044 -2.223
N 1.381 -2.031 0.258
H -1.732 -0.273 2.078
C 0.334 0.024 1.335
O -1.225 1.467 -0.960

=====

[3]
ORCA calculation (ωB97M-V with the def2-TZVPD basis set) on a structure of composition C27H27N4OSSiTc.

Output
Charge: -1
Spin multiplicity: 4
E_tot, hartree: -2107.88892
Energy above the lowest of the compared OMol25 structures with the same formula, charge and spin, kcal/mol: 0.0
Expectation value of S²: 3.81
Gap between HOMO and LUMO (alpha / beta), eV: 4.11 / 6.79

Cartesian coordinates (Å):
C 3.533 -0.184 -1.203
Tc 0.847 -0.574 -0.053
Si -2.593 4.090 -0.031
C 0.480 -3.701 0.010
H -4.498 1.996 -0.133
H -1.359 6.180 -0.007
H -4.465 -0.489 -0.199
H 2.399 -6.501 -0.387
H -4.560 3.950 1.511
C -0.759 -4.367 0.275
C 1.515 -5.902 -0.197
H -1.788 -6.212 0.507
C 0.294 -6.536 0.070
H -3.013 4.299 -2.460
C -0.833 -5.741 0.302
H 4.153 0.111 -3.806
C 2.025 -0.201 4.679
C -3.586 4.535 -1.561
C 2.214 -0.074 -4.718
H -0.417 4.940 -0.870
N 2.851 -0.378 -0.030
H 0.223 -7.616 0.091
H -3.857 5.571 1.517
H -3.065 4.257 2.395
H -0.445 4.938 0.883
C -1.150 1.491 -0.013
C -3.620 4.504 1.487
C -1.049 5.129 -0.003
C 1.622 -4.533 -0.229
H -2.232 -1.628 -0.159
H -4.528 3.985 -1.615
H 2.325 -0.087 5.714
H 4.244 -1.169 1.353
C 2.649 -0.218 -2.351
H 4.181 0.578 1.283
N -1.179 0.127 -0.049
C 0.439 -0.465 -3.136
N 1.273 -0.476 2.045
C -2.374 2.216 -0.047
H 2.558 0.057 -5.735
H -1.647 -3.777 0.465
C 3.090 -0.045 -3.667
C 2.971 -0.192 3.675
C 0.353 -0.497 3.018
H -3.817 5.603 -1.577
H 2.571 -4.059 -0.447
C -3.549 0.081 -0.143
C 0.594 -2.325 -0.013
O 4.759 0.025 -1.240
N 1.288 -0.430 -2.091
S 0.433 2.136 0.059
H -0.602 -0.646 -2.886
C 0.825 -0.291 -4.435
C -2.332 -0.552 -0.117
C 2.571 -0.328 2.348
C 3.555 -0.321 1.211
H 0.080 -0.330 -5.218
C -3.542 1.480 -0.107
H -0.094 -0.370 5.099
C 0.684 -0.355 4.349
H -0.671 -0.631 2.695
H 4.025 -0.077 3.891